{"formula": "C4H5NO2", "method": "the ωB97M-V functional and the def2-TZVPD basis", "elements": ["O", "O", "N", "C", "C", "C", "C", "H", "H", "H", "H", "H"], "positions_angstrom": [[1.773, -0.093, -0.314], [-0.535, -2.411, -0.699], [-1.019, -0.587, 0.668], [-0.356, -1.262, -0.395], [0.717, 0.853, -0.139], [0.574, -0.264, -1.061], [-0.218, 0.589, 1.036], [-1.934, -0.328, 0.317], [0.955, 1.866, -0.454], [0.568, -0.176, -2.142], [-0.856, 1.455, 1.230], [0.333, 0.357, 1.953]], "lowdin_charge": [0.03, 0.13, 0.05, -0.39, -0.22, -0.16, -0.12, 0.13, 0.15, 0.16, 0.12, 0.12], "smiles": "O=C1NC[C@H]2O[C@@H]12", "lumo_ev": 0.673, "e_homo_ha": -0.358, "energy_ha": -360.6007, "e_above_lowest_ev": 1.870, "homo_lumo_gap_ev": 10.43}